Entry from the OMol25 dataset: an isolated molecule of C4H8N4O in a non-equilibrium geometry (ωB97M-V with the def2-TZVPD basis set).

* HOMO-LUMO gap: 0.3172 hartree
* energy above the lowest of the compared OMol25 structures with the same formula, charge and spin: 126.76 kcal per mole
* LUMO energy: 0.01987 hartree
* structure (SMILES): Cc1c(O)nc(N)n1N
* largest force on an atom: 10.61 eV/A

Each line ends with the Löwdin charge.
CARTESIAN COORDINATES (ANGSTROEM)
C1 0.12766 -1.21491 1.77966  -0.05
C2 0.42867 -0.21945 0.65468  -0.35
C3 1.01412 0.86560 0.81153  -0.48
O1 1.71047 1.40382 1.86384  0.01
N1 0.71618 1.61151 -0.28156  0.17
C4 -0.15187 0.99682 -1.07485  -0.40
N2 -0.80230 1.29439 -2.26888  0.06
N3 -0.15732 -0.33934 -0.58871  -0.09
N4 -1.01618 -1.32477 -1.01104  0.10
H1 -1.14218 -1.10745 1.85999  0.14
H2 0.48075 -2.48490 1.60638  0.15
H3 0.61664 -0.92769 2.76265  0.05
H4 2.00141 0.29823 2.26757  0.24
H5 -1.09236 2.40408 -2.14426  0.17
H6 -0.14245 1.15430 -3.09345  0.11
H7 -1.84476 -0.78530 -1.22365  0.09
H8 -0.74650 -1.62492 -1.91992  0.08